{
  "formula": "C14H43N13O23P",
  "method": "ωB97M-V/def2-TZVPD",
  "species": ["N", "P", "C", "C", "C", "N", "O", "H", "H", "H", "H", "H", "H", "H", "H", "H", "H", "C", "N", "O", "O", "H", "H", "H", "C", "N", "O", "O", "H", "H", "H", "C", "N", "O", "O", "H", "H", "H", "C", "N", "O", "O", "H", "H", "H", "C", "N", "O", "O", "H", "H", "H", "C", "N", "O", "O", "H", "H", "H", "C", "N", "O", "O", "H", "H", "H", "C", "N", "O", "O", "H", "H", "H", "C", "N", "O", "O", "H", "H", "H", "C", "N", "O", "O", "H", "H", "H", "C", "N", "O", "O", "H", "H", "H"],
  "xyz": [[3.30012, 0.52416, 3.26730], [1.87331, 0.82465, 2.27126], [0.41644, 0.05777, 3.17710], [-0.83964, -0.33571, 2.25219], [-2.15435, 0.10100, 3.08692], [-2.37696, 1.53770, 3.18630], [-2.89339, -0.75322, 3.63600], [2.90923, 0.41021, 4.21894], [3.86157, 1.39668, 3.33317], [1.68136, 2.24673, 2.26408], [2.02971, 0.41602, 0.91121], [0.04202, 0.85323, 3.91445], [0.76279, -0.86622, 3.74663], [-0.87706, -1.46604, 2.16644], [-0.84645, 0.13637, 1.21842], [-3.37628, 1.77150, 3.19049], [-1.85595, 2.04314, 2.45878], [3.09344, 1.29538, -2.70104], [2.02873, 0.56152, -1.96789], [2.37590, -0.36618, -1.24466], [0.88538, 0.93755, -2.13943], [4.05697, 0.85417, -2.45344], [2.88593, 1.19841, -3.76830], [3.05233, 2.33695, -2.38376], [-2.04468, 3.27751, -3.59452], [-0.88672, 4.13871, -3.94732], [-0.92243, 4.71510, -5.01933], [0.01840, 4.20513, -3.13232], [-2.76949, 3.31348, -4.40514], [-1.67023, 2.26377, -3.45649], [-2.47637, 3.66866, -2.67435], [-2.69566, -3.79829, 0.65579], [-2.13503, -3.11759, -0.53978], [-2.50502, -1.97441, -0.75775], [-1.34711, -3.75178, -1.21511], [-3.37923, -3.11677, 1.15847], [-3.22128, -4.68685, 0.31047], [-1.86262, -4.05931, 1.30758], [-4.42481, -0.28390, -2.10421], [-4.70062, 1.04460, -2.70877], [-4.86349, 1.08763, -3.91554], [-4.74265, 1.99919, -1.94620], [-4.41627, -1.03418, -2.89192], [-3.45452, -0.22537, -1.61816], [-5.21690, -0.48928, -1.38502], [0.28137, 1.27762, 7.74745], [0.84717, 1.95714, 6.55262], [0.48127, 3.09287, 6.32771], [1.64582, 1.31942, 5.87775], [-0.40600, 1.95855, 8.24471], [-0.24049, 0.38611, 7.40185], [1.11236, 1.02036, 8.40301], [5.05864, 3.31582, 6.45541], [5.57992, 2.04569, 5.88579], [5.96126, 1.19745, 6.66691], [5.58661, 1.94779, 4.66678], [5.11283, 3.26132, 7.54068], [5.68198, 4.12517, 6.07793], [4.02612, 3.42454, 6.12505], [1.78423, -0.04571, -7.28330], [2.35391, 0.49037, -6.01994], [1.77789, 1.43148, -5.49810], [3.35978, -0.05227, -5.59479], [0.89741, 0.53007, -7.53971], [2.54606, 0.05415, -8.05508], [1.53012, -1.09087, -7.11095], [0.92607, -4.93020, -3.05708], [1.44225, -6.20014, -3.62881], [1.82721, -7.05175, -2.84637], [1.44229, -6.29696, -4.84346], [0.98466, -4.98376, -1.97221], [1.54897, -4.12202, -3.43739], [-0.10738, -4.81972, -3.38185], [5.49744, -3.15430, -5.31379], [4.43273, -3.88358, -4.57649], [4.77736, -4.80523, -3.86097], [3.28399, -3.50222, -4.74372], [6.46102, -3.59809, -5.07241], [5.28452, -3.25109, -6.37734], [5.46162, -2.11303, -4.99640], [-1.98127, 6.13830, 2.44829], [-1.46345, 4.86237, 1.88889], [-1.08328, 4.01087, 2.68272], [-1.45483, 4.75523, 0.67880], [-1.92933, 6.09163, 3.53410], [-1.35449, 6.94253, 2.06580], [-3.01233, 6.24800, 2.11520], [-6.86185, -4.13549, 1.39015], [-6.29403, -3.45637, 0.19624], [-6.65666, -2.31485, -0.02487], [-5.50258, -4.09493, -0.47785], [-7.54525, -3.45228, 1.88994], [-7.38844, -5.02340, 1.04323], [-6.03161, -4.39842, 2.04432]],
  "forces_ev_per_a": [[-2.03, 1.07, -0.84], [0.81, 0.09, 2.22], [-0.64, 0.14, -0.20], [-0.52, -0.07, 0.93], [-1.60, -0.70, 0.57], [0.41, -2.78, -1.08], [2.44, 2.76, -1.79], [0.35, -0.14, -0.46], [-0.08, -0.81, -0.21], [-0.17, -0.80, -0.32], [0.01, -0.07, 0.64], [0.98, -1.06, -0.98], [-0.23, 1.34, -0.73], [-0.01, 1.50, -0.08], [0.06, -0.51, 1.30], [0.62, -0.16, 0.27], [-0.45, -0.07, 0.59], [0.41, -0.04, -0.03], [0.03, 0.23, -0.30], [-0.39, 0.28, 0.16], [0.39, -0.39, 0.37], [-0.20, -0.04, 0.05], [-0.01, 0.22, 0.45], [-0.18, -0.06, -0.13], [-0.35, -0.10, -0.10], [0.11, 0.11, -0.21], [0.19, -0.16, 0.47], [-0.22, 0.05, -0.29], [0.14, 0.05, 0.09], [0.04, 0.13, 0.11], [0.11, -0.12, -0.03], [-0.17, -0.04, 0.31], [0.02, -0.05, -0.10], [0.40, -0.46, 0.05], [-0.34, 0.43, 0.22], [0.13, -0.01, -0.13], [0.17, 0.05, 0.02], [-0.03, -0.08, -0.15], [-0.03, -0.18, -0.04], [-0.14, -0.04, -0.17], [0.10, 0.30, 0.51], [0.07, -0.25, -0.44], [-0.01, 0.18, 0.06], [-0.22, 0.10, -0.02], [0.14, 0.05, 0.01], [-0.19, -0.02, 0.29], [-0.35, 0.49, 0.22], [0.42, -0.61, -0.17], [-0.07, 0.21, -0.06], [0.13, -0.02, -0.17], [0.17, 0.02, 0.03], [-0.05, -0.10, -0.15], [-0.05, 0.22, 0.27], [0.13, -0.27, 0.39], [-0.16, 0.30, -0.58], [-0.10, -0.07, 0.24], [0.05, -0.09, -0.17], [-0.13, -0.08, -0.07], [0.13, 0.04, -0.09], [-0.28, 0.01, -0.25], [-0.19, 0.05, -0.21], [0.35, -0.42, -0.16], [-0.29, 0.30, -0.03], [0.15, -0.01, 0.13], [-0.01, -0.12, 0.13], [0.18, 0.06, -0.02], [-0.10, 0.22, 0.27], [0.15, -0.15, 0.01], [-0.11, 0.21, -0.40], [0.02, -0.05, 0.45], [-0.01, -0.12, -0.18], [-0.12, -0.17, -0.09], [0.14, 0.01, -0.04], [0.32, 0.05, -0.09], [0.01, -0.26, 0.16], [-0.38, 0.41, -0.23], [0.46, -0.11, 0.09], [-0.21, -0.03, 0.04], [-0.07, 0.12, 0.12], [-0.13, -0.07, -0.14], [-0.06, 0.18, 0.37], [0.00, 0.16, -0.37], [0.07, 0.11, -0.36], [0.06, -0.19, 0.65], [0.03, -0.09, -0.17], [-0.14, -0.09, -0.10], [0.16, 0.03, -0.11], [-0.25, 0.02, 0.25], [-0.09, 0.22, -0.13], [0.31, -0.43, -0.05], [-0.25, 0.33, 0.17], [0.12, -0.03, -0.15], [0.18, 0.02, 0.03], [-0.06, -0.09, -0.14]],
  "mulliken_charge": [-0.64, 0.59, -0.38, -0.36, 0.29, -0.35, -0.62, 0.37, 0.31, 0.13, 0.08, 0.22, 0.45, 0.02, 0.41, 0.28, 0.21, -0.28, 0.88, -0.62, -0.41, 0.33, -0.13, 0.28, -0.75, 0.95, -0.54, -0.54, 0.33, 0.25, 0.31, -0.92, 0.85, -0.45, -0.49, 0.28, 0.36, 0.33, -0.78, 0.93, -0.53, -0.54, 0.31, 0.34, 0.31, -0.75, 0.78, -0.49, -0.48, 0.32, 0.30, 0.30, -0.68, 0.88, -0.49, -0.56, 0.30, 0.31, 0.23, -0.80, 0.84, -0.52, -0.46, 0.33, 0.30, 0.28, -0.61, 0.96, -0.56, -0.54, 0.28, 0.22, 0.29, -0.68, 0.86, -0.53, -0.50, 0.33, 0.26, 0.22, -0.76, 0.84, -0.52, -0.48, 0.31, 0.30, 0.31, -0.75, 0.88, -0.51, -0.51, 0.31, 0.31, 0.27],
  "homo_energy_ev": -11.895,
  "total_charge": 1,
  "fmax_ev_per_a": 4.1,
  "homo_lumo_gap_ev": 8.92
}

{
  "formula": "C6H7O4",
  "method": "ωB97M-V/def2-TZVPD",
  "species": ["C", "C", "C", "C", "C", "C", "O", "O", "O", "O", "H", "H", "H", "H", "H", "H", "H"],
  "xyz": [[-0.43113, -1.50126, -0.14443], [-0.24046, 1.44492, -0.49159], [2.44284, 0.60654, -0.13564], [1.05474, 0.53730, -0.15241], [-1.73524, 1.35822, -0.16836], [-1.74052, -1.29121, 0.52184], [-0.28828, -2.33890, -0.96564], [3.02654, -0.52193, 0.34881], [-2.17926, 0.13787, 0.31116], [0.59721, -0.66064, 0.42932], [0.04740, 2.43634, -0.20189], [-0.28870, 1.58944, -1.49768], [3.08729, 1.52662, -0.52104], [-1.71066, -1.27577, 1.67668], [-2.48516, -1.92040, 0.03611], [4.02339, -0.31283, 0.36797], [-3.18002, 0.18569, 0.58680]],
  "forces_ev_per_a": [[2.63, 1.34, 0.39], [1.59, -1.20, 2.99], [-2.05, 1.62, -0.92], [-0.69, -0.40, -0.04], [2.40, 0.07, 0.00], [0.12, 0.12, 2.47], [0.28, 0.33, 0.12], [2.91, 1.67, -0.40], [-3.02, 0.30, 0.38], [-2.01, -1.79, -0.40], [-0.32, 0.96, 0.42], [-0.34, 0.38, -3.59], [-1.60, -2.17, 1.01], [0.12, -0.82, -1.93], [-0.17, 0.18, 0.31], [-2.10, -0.84, 0.06], [2.24, 0.27, -0.88]],
  "mulliken_charge": [0.41, -0.55, -0.25, 0.37, -0.32, -0.16, -0.40, -0.40, -0.14, -0.32, 0.52, 0.48, 0.30, 0.29, 0.32, 0.38, 0.49],
  "homo_energy_ev": -12.342,
  "total_charge": 1,
  "fmax_ev_per_a": 3.6,
  "de_lowest_kj_mol": 163.2,
  "homo_lumo_gap_ev": 7.14
}

{
  "formula": "C3H7N2O3",
  "method": "ωB97M-V/def2-TZVPD",
  "species": ["C", "C", "C", "N", "N", "O", "O", "O", "H", "H", "H", "H", "H", "H", "H"],
  "xyz": [[-1.56457, -0.75218, 0.79963], [1.08977, 1.26149, -1.10554], [-0.27600, -0.95676, 0.07853], [-0.33360, 0.91661, -1.03635], [0.86587, -0.91986, 0.79184], [-1.04329, 1.72620, -0.38105], [1.92402, -1.31350, 0.23007], [0.88109, -0.47175, 1.95605], [-2.34546, -1.41630, 0.43322], [-1.41883, -0.89257, 1.87082], [-1.89829, 0.28862, 0.65420], [1.41207, 1.89263, -0.26990], [1.68705, 0.35045, -1.13640], [1.25036, 1.80033, -2.04398], [-0.23019, -1.51343, -0.84114]],
  "forces_ev_per_a": [[0.23, 0.13, 0.09], [0.22, 0.14, 0.31], [-1.12, 0.08, 0.12], [-1.00, 0.67, -0.03], [0.16, -0.37, -0.30], [1.20, -0.50, -0.65], [0.49, -0.08, -0.04], [0.09, 0.31, 0.34], [-0.04, -0.10, -0.07], [-0.06, -0.12, -0.02], [-0.06, -0.15, 0.10], [-0.11, -0.03, 0.04], [-0.02, -0.01, 0.03], [-0.17, 0.06, -0.01], [0.20, -0.05, 0.09]],
  "mulliken_charge": [-0.89, -0.73, -0.36, -0.03, 0.88, -0.53, -0.70, -0.74, 0.25, 0.32, 0.22, 0.31, 0.27, 0.32, 0.41],
  "homo_energy_ev": -3.065,
  "total_charge": -1,
  "fmax_ev_per_a": 1.4,
  "de_lowest_kj_mol": 791.1,
  "homo_lumo_gap_ev": 7.33
}

{
  "formula": "C6H13FS",
  "method": "ωB97M-V/def2-TZVPD",
  "species": ["C", "C", "C", "S", "C", "C", "C", "F", "H", "H", "H", "H", "H", "H", "H", "H", "H", "H", "H", "H", "H"],
  "xyz": [[2.06115, -1.15420, -0.75731], [0.60006, -0.59554, -0.88643], [0.17589, 0.47052, 0.10064], [1.09247, 2.01366, -0.27535], [-1.29649, 0.86031, -0.01626], [-2.34353, -0.27041, 0.25968], [0.48048, 0.15858, 1.51226], [1.85030, 0.18853, 1.70304], [2.41758, -1.47725, -1.71936], [1.98192, -2.04045, -0.10003], [2.81066, -0.46086, -0.30107], [0.44113, -0.02578, -1.79782], [-0.13657, -1.43541, -0.90358], [0.43876, 2.55248, -1.34550], [-1.45118, 1.75878, 0.57604], [-1.42373, 1.09712, -1.06871], [-2.90250, -0.53970, -0.64617], [-1.99516, -1.15210, 0.73018], [-3.07884, 0.12714, 0.93634], [0.20087, -0.93165, 1.78182], [0.07674, 0.85622, 2.21760]],
  "forces_ev_per_a": [[-0.76, 0.21, 1.01], [0.16, -0.24, -0.42], [-0.63, 0.76, -0.37], [0.89, 0.86, 0.08], [-0.43, -1.41, -0.71], [-0.39, 1.45, -0.45], [0.50, -2.43, 1.06], [0.74, 0.10, 0.38], [0.13, -0.17, -0.39], [0.37, 0.35, -0.27], [-0.89, -0.43, -0.55], [0.30, -0.55, -0.69], [0.54, 0.48, 0.15], [-0.15, -0.72, 0.49], [-0.23, -0.08, 0.04], [-0.13, 0.50, -0.09], [0.36, -0.04, 0.17], [0.74, -0.91, 0.31], [-0.48, 0.17, 0.34], [-0.07, 1.72, -0.44], [-0.56, 0.38, 0.34]],
  "mulliken_charge": [-1.16, -0.59, 0.82, -0.18, -1.00, -1.39, -0.67, -0.29, 0.39, 0.29, 0.28, 0.43, 0.27, 0.15, 0.57, 0.36, 0.34, 0.41, 0.34, 0.20, 0.43],
  "homo_energy_ev": -9.068,
  "total_charge": 0,
  "fmax_ev_per_a": 2.7,
  "homo_lumo_gap_ev": 9.84,
  "smiles": "CCC(S)(CC)CF"
}

{
  "formula": "C4H10N2O",
  "method": "ωB97M-V/def2-TZVPD",
  "species": ["C", "C", "C", "C", "H", "H", "H", "H", "H", "H", "H", "H", "H", "H", "N", "N", "O"],
  "xyz": [[1.87785, 1.48089, -1.56681], [0.56220, 0.79813, -1.15114], [-0.28522, -0.63787, 0.30673], [-0.01479, -1.83435, 1.32431], [2.38613, 1.76002, -0.45216], [2.43793, 0.98010, -2.38475], [1.75814, 2.64941, -1.77638], [-0.19978, 0.49366, -2.01680], [-0.04933, 1.41527, -0.28280], [1.23853, -2.22189, 1.44292], [-0.73208, -1.55861, 2.45741], [-0.83104, -2.74876, 1.13337], [-3.05513, 0.41916, 0.52856], [-2.29541, -0.33870, 1.76184], [-1.24164, 0.17856, 0.24300], [-2.39124, -0.46607, 0.76461], [0.83486, -0.36895, -0.33191]],
  "forces_ev_per_a": [[0.03, 3.06, 2.95], [-1.19, 1.83, 0.52], [2.65, -2.13, 2.61], [-2.85, -1.58, 1.88], [-0.40, -1.68, -3.13], [0.06, 0.38, 1.04], [-0.40, -2.65, -0.40], [1.74, 0.76, 1.85], [1.72, -0.35, -3.23], [-4.39, 1.48, -0.33], [3.07, -0.39, -3.07], [2.70, 2.04, -0.19], [0.90, -3.19, 0.95], [-0.30, -0.31, 0.85], [-0.75, -2.15, -0.44], [-3.23, 4.26, -0.35], [0.64, 0.62, -1.51]],
  "mulliken_charge": [-1.04, -0.12, 0.63, -0.84, 0.23, 0.30, 0.32, 0.27, 0.29, 0.25, 0.19, 0.28, 0.31, 0.23, -0.21, -0.76, -0.34],
  "homo_energy_ev": -9.044,
  "total_charge": 0,
  "fmax_ev_per_a": 5.4,
  "de_lowest_kj_mol": 663.6,
  "homo_lumo_gap_ev": 9.86
}

{
  "formula": "C4H3InO2",
  "method": "ωB97M-V/def2-TZVPD",
  "species": ["H", "O", "C", "C", "C", "C", "O", "In", "H", "H"],
  "xyz": [[-0.36785, 2.85831, 0.22699], [1.25022, -2.18846, 1.78228], [0.67051, -1.74363, 0.81438], [0.23946, -1.32163, -0.33417], [0.01665, 0.04314, -0.65256], [-0.18268, 1.22491, -0.74099], [-0.60265, 2.46394, -0.64674], [-1.69710, 3.44208, -1.87709], [0.70222, -2.64908, 2.46167], [-0.02878, -2.12958, -1.03379]],
  "forces_ev_per_a": [[0.38, 0.37, 0.77], [-1.48, 1.41, -3.46], [3.06, -1.93, 4.64], [-1.33, 2.40, -2.97], [0.82, -3.36, 1.03], [-0.46, 1.19, 0.34], [3.11, -2.83, 2.86], [-3.86, 3.86, -4.42], [-0.29, -0.80, 1.62], [0.05, -0.31, -0.41]],
  "mulliken_charge": [0.51, 0.00, 0.65, -0.38, 0.17, 0.77, -0.24, 1.52, 0.53, 0.48],
  "homo_energy_ev": [-29.472, -29.285],
  "total_charge": 4,
  "fmax_ev_per_a": 7.0,
  "de_lowest_kj_mol": 0.0,
  "homo_lumo_gap_ev": [7.29, 6.78]
}

{
  "formula": "C4H11NO3",
  "method": "ωB97M-V/def2-TZVPD",
  "species": ["C", "O", "C", "N", "H", "H", "H", "H", "H", "H", "H", "H", "O", "C", "O", "C", "H", "H", "H"],
  "xyz": [[0.65422, 1.14338, 1.18051], [1.22515, 1.95502, 2.18154], [-0.59959, 1.85296, 0.67209], [-1.56028, 0.95492, 0.05184], [0.38911, 0.17249, 1.61118], [1.35487, 0.98373, 0.36033], [2.17737, 1.96269, 2.03090], [-1.07117, 2.41142, 1.49413], [-0.29583, 2.59424, -0.07128], [-1.84297, 0.16553, 0.61592], [-0.63282, 0.08451, -1.09534], [-2.36729, 1.47592, -0.29526], [-0.05274, -0.54270, -1.61617], [-0.12697, -1.65785, -0.92344], [-0.80092, -1.77014, 0.06996], [0.73648, -2.76972, -1.49133], [0.20374, -3.70893, -1.37905], [0.97245, -2.52812, -2.52070], [1.63719, -2.77934, -0.87583]],
  "forces_ev_per_a": [[-0.12, -0.12, 0.60], [0.20, -0.02, -0.41], [0.84, -0.04, -0.82], [-0.42, 0.83, 1.32], [-0.09, -0.09, -0.05], [-0.07, -0.05, -0.16], [-0.06, 0.16, 0.29], [-0.17, -0.24, 0.15], [-0.25, 0.12, 0.06], [-0.08, -0.21, 0.23], [0.14, 0.12, -0.61], [0.10, -0.46, -0.65], [-0.15, 0.20, 0.28], [0.80, -0.34, -1.16], [-0.56, 0.22, 0.73], [-0.28, 0.24, 0.35], [0.09, -0.06, -0.05], [0.05, -0.12, -0.04], [0.05, -0.11, -0.08]],
  "lowdin_spin": [0.01, 0.00, 0.06, 0.43, 0.00, 0.00, 0.00, 0.04, 0.01, 0.00, 0.00, 0.01, 0.05, 0.03, 0.29, 0.05, 0.00, 0.00, 0.00],
  "homo_energy_ev": [-14.659, -14.622],
  "total_charge": 1,
  "fmax_ev_per_a": 1.6,
  "de_lowest_kj_mol": 125.4,
  "homo_lumo_gap_ev": [11.64, 5.14],
  "spin_multiplicity": 2
}